C31H57GdN7S2Si3 | the ωB97M-V functional and the def2-TZVPD basis

The geometry in XYZ format:
```
101
C31H57GdN7S2Si3 the ωB97M-V functional and the def2-TZVPD basis
Gd 0.1455 -0.0769 0.2529
C -1.4626 -3.4304 -0.1738
C -1.7152 -3.1434 1.2741
C -2.3694 -4.1367 2.0353
C -2.6808 -3.8812 3.3305
C -2.3407 -2.6315 3.8983
C -2.6719 -2.3385 5.2339
C -2.3145 -1.1312 5.7705
C -1.6303 -0.1977 4.9882
C -1.2842 -0.4389 3.6663
S -0.4471 0.8222 2.8012
C -1.6525 -1.6908 3.0843
N -1.3547 -1.9728 1.7701
H -2.3909 -3.6928 -0.6864
H -0.7872 -4.2825 -0.2529
H -1.0168 -2.5732 -0.6683
H -2.5939 -5.0894 1.5757
H -3.1816 -4.6149 3.9507
H -3.1986 -3.0898 5.8087
H -2.5528 -0.8983 6.8003
H -1.3412 0.7568 5.4087
N -5.3611 0.6971 -0.2786
C -4.8206 0.4668 1.1042
C -3.3689 0.9360 1.1866
N -2.4892 0.2908 0.2247
H -6.3030 0.3231 -0.3867
H -4.7581 0.2230 -0.9631
H -5.3838 1.6938 -0.4918
H -4.8898 -0.6025 1.3027
H -5.4449 0.9989 1.8199
H -3.0049 0.7185 2.1901
H -3.3006 2.0192 1.0593
H -2.6243 0.5897 -0.7344
H -2.5642 -0.7205 0.2870
C 2.8158 -1.5962 3.2963
N 2.3155 -2.9525 3.1438
C 1.8511 -3.4892 2.0136
N 1.9334 -2.6898 0.8876
S 1.2385 -5.0357 1.9826
H 3.0677 -1.4379 4.3409
H 2.0678 -0.8592 2.9938
H 3.7164 -1.4324 2.6998
H 2.2018 -3.5297 3.9581
H 2.7072 -2.0309 0.8720
H 1.8581 -3.2283 0.0375
C 5.7231 2.7233 0.7243
Si 5.5120 0.8587 0.5526
C 6.2819 0.2444 -1.0520
C 6.2606 -0.0437 2.0308
C 3.7050 0.4719 0.5156
C 2.5093 0.2185 0.4570
H 6.7784 3.0012 0.6941
H 5.3078 3.0833 1.6675
H 5.2155 3.2456 -0.0895
H 7.3640 0.3898 -1.0513
H 5.8710 0.7765 -1.9122
H 6.0875 -0.8201 -1.1961
H 7.2878 0.2749 2.2188
H 6.2770 -1.1224 1.8601
H 5.6831 0.1474 2.9374
C 1.3533 1.7295 -2.7042
Si 0.8843 -0.0367 -3.2196
C 2.3777 -1.1431 -2.8562
C 0.6822 0.0376 -5.0993
C -0.5725 -0.7068 -2.2105
Si -2.1830 -0.5622 -3.1144
C -2.3338 -1.2269 -4.8769
C -3.6550 -1.5393 -2.2984
C -2.7574 1.2715 -3.1725
H 1.9064 2.2212 -3.5078
H 1.9947 1.7283 -1.8188
H 0.4775 2.3480 -2.4955
H 3.2411 -0.8382 -3.4522
H 2.1717 -2.1901 -3.0961
H 2.6710 -1.0750 -1.8056
H 1.6317 0.2808 -5.5795
H -0.0372 0.8110 -5.3837
H 0.3370 -0.9121 -5.5118
H -0.3612 -1.7894 -2.2221
H -1.8424 -2.2000 -4.9602
H -1.8651 -0.5632 -5.6037
H -3.3770 -1.3594 -5.1710
H -3.7070 -2.5137 -2.7903
H -4.6185 -1.0609 -2.5172
H -3.5787 -1.7590 -1.2302
H -2.9391 1.5599 -4.2101
H -1.9736 1.9322 -2.7942
H -3.6821 1.5014 -2.6295
N 0.4587 6.6862 -0.7452
C 0.2194 5.3828 -0.4740
C 1.1771 4.5675 0.1451
C 0.8986 3.2409 0.3700
N -0.2563 2.6458 0.0268
C -1.1753 3.4360 -0.5322
C -1.0016 4.7718 -0.8033
H 1.3358 7.1026 -0.4953
H -0.2538 7.2639 -1.1483
H 2.1368 4.9744 0.4373
H 1.6427 2.6145 0.8510
H -2.1160 2.9613 -0.7934
H -1.7933 5.3372 -1.2780
```

The net charge is +1. The value obtained for the largest force on an atom is 0.7 eV/A. The multiplicity is 8. As for the molecular weight: 833.5 u. The frontier orbital gap (spin up / spin down) comes out at 5.9 / 6.3 eV.



C2HN3O4 | the ωB97M-V functional and the def2-TZVPD basis

The geometry in XYZ format:
```
10
C2HN3O4 the ωB97M-V functional and the def2-TZVPD basis
O -1.6480 -1.5266 0.2381
C -1.3590 -0.3916 0.0145
O -2.1583 0.7249 -0.1297
N -0.0491 0.0833 -0.0776
N 0.4656 1.2796 0.1289
N 1.7324 1.1408 0.2547
C 2.0563 -0.2850 -0.0109
O 3.1875 -0.7236 -0.1151
O 0.8765 -0.9139 0.0133
H -3.1038 0.6122 -0.3162
```

As for the energy above the lowest of the compared OMol25 structures with the same formula, charge and spin: 0.0 kcal/mol. The structure (SMILES) is O=C(O)n1nnc(=O)o1. The value obtained for the largest force on an atom is 3.9 eV/A. The multiplicity is 1. As for the molecular weight: 131.0 u. The frontier orbital gap comes out at 10.1 eV.